# C27H35CdFN4P2

A molecular structure, C27H35CdFN4P2 in a non-equilibrium geometry (the ωB97M-V functional and the def2-TZVPD basis, OMol25).

Output
Lowest unoccupied orbital energy (alpha / beta) = -0.19 / -0.19 eV
2S+1 = 1
Frontier orbital gap (alpha / beta) = 3.788 / 3.888 eV
E_HOMO (alpha / beta) = -4.0 / -4.1 eV

Cartesian coordinates (Å):
Cd: 2.42872 0.61547 -1.33726
C: 2.42753 0.98680 -3.49882
C: 1.08948 1.21198 -3.24206
C: -0.03065 0.30622 -3.57651
C: 0.19080 -1.19578 -3.24079
C: 0.97093 -1.46035 -1.99463
C: 2.36356 -1.47538 -1.89845
C: 3.21216 -1.49265 -3.19340
C: 2.98841 -0.32250 -4.14811
C: 2.24109 0.30311 2.10137
H: 3.03356 1.88812 -3.75446
H: 0.78046 2.24711 -3.08603
H: -0.24771 0.37798 -4.65227
H: -0.94500 0.64100 -3.08009
H: -0.80392 -1.65723 -3.11037
H: 0.63139 -1.68250 -4.12666
H: 0.43538 -1.92368 -1.17285
H: 2.80637 -2.08033 -1.09882
H: 3.00063 -2.43329 -3.71812
H: 4.26882 -1.49896 -2.85463
H: 3.95920 -0.07309 -4.61024
H: 2.33314 -0.64253 -4.96940
H: 3.18559 0.55826 2.59534
H: 2.45962 -0.53914 1.35773
H: 1.55646 -0.10596 2.84291
P: -0.68763 -1.34709 2.04704
P: -1.39921 2.20291 1.14034
N: 0.18263 -2.82692 1.57172
N: -2.12632 -2.27831 2.55973
N: 0.16843 2.41953 0.60024
N: -2.16151 3.62886 1.13604
C: -1.23545 -0.65154 0.45870
C: -2.08371 0.68055 0.46877
C: 1.43262 -3.13279 2.13820
C: 1.98861 -4.21374 1.47184
C: 1.07958 -4.59519 0.44182
C: -0.00888 -3.72131 0.51298
C: -2.15874 -2.97770 3.77387
C: -3.43808 -3.49826 3.96766
C: -4.22084 -3.13511 2.82819
C: -3.39207 -2.39820 1.97995
C: 1.42317 1.85977 1.23789
C: 2.42267 2.29897 0.28176
C: 1.84335 2.99947 -0.82354
C: 0.46844 2.99162 -0.63476
C: -2.18234 4.62708 0.12547
C: -2.75429 5.76617 0.65341
C: -3.14947 5.47838 2.01005
C: -2.78203 4.17064 2.29097
H: -1.80764 -1.41971 -0.07367
H: -0.30810 -0.48695 -0.10662
H: -2.34653 0.92230 -0.58109
H: -3.04131 0.49195 0.99038
H: 1.79292 -2.60845 3.00717
H: 2.94805 -4.65320 1.69494
H: 1.24563 -5.38257 -0.28112
H: -0.88504 -3.69189 -0.11582
H: -1.26652 -3.03079 4.37929
H: -3.76254 -4.04555 4.83819
H: -5.26701 -3.36003 2.67469
H: -3.60336 -1.96077 1.01063
H: 1.42672 2.18985 2.29520
H: 3.48503 2.31835 0.57762
H: 2.38466 3.56588 -1.58534
H: -0.27517 3.42074 -1.31090
H: -1.79851 4.43197 -0.85221
H: -2.86495 6.70857 0.15690
H: -3.62687 6.17132 2.66900
H: -2.90154 3.59753 3.18343
F: -1.09284 1.92098 2.65764

---

# C15H12CeN7O3S

A molecular structure, C15H12CeN7O3S in a non-equilibrium geometry (the ωB97M-V functional and the def2-TZVPD basis, OMol25).

Output
Lowest unoccupied orbital energy (alpha / beta) = -8.01 / -9.00 eV
Relative energy (zero: lowest compared OMol25 entry of this formula, charge and spin) = 1.9211 eV
2S+1 = 2
Frontier orbital gap (alpha / beta) = 7.216 / 6.830 eV
Total charge = +2
E_HOMO (alpha / beta) = -15.2 / -15.8 eV

Cartesian coordinates (Å):
Ce: -1.00411 -1.17573 0.50366
O: -1.72847 -0.65212 2.51609
C: -0.50625 -0.69627 2.91162
O: 0.22446 -1.57511 2.34072
C: 0.06590 0.41866 3.70200
C: 0.38124 0.34942 5.04118
C: 0.88678 1.48804 5.66264
C: 1.08090 2.66155 4.95294
C: 0.78114 2.72252 3.60171
C: 0.27150 1.59645 2.94528
S: -0.03426 1.64333 1.24987
H: 0.23131 -0.55789 5.61017
H: 1.12509 1.44943 6.71647
H: 1.47482 3.53409 5.45513
H: 0.94162 3.63111 3.03630
N: -3.25448 1.01706 -1.30222
C: -2.25839 0.69443 -2.13373
N: -2.36604 1.13916 -3.37041
C: -1.37682 0.80363 -4.19662
N: -1.44498 1.18950 -5.45462
N: -0.26765 0.08624 -3.83561
C: -0.25011 -0.31020 -2.60566
N: -1.22093 -0.07758 -1.66919
C: 0.95488 -1.09569 -2.18199
C: 1.99798 -1.31398 -3.06176
C: 3.10115 -2.03301 -2.61915
C: 3.13173 -2.51325 -1.32006
C: 2.04824 -2.26267 -0.49764
N: 0.98226 -1.56840 -0.92124
H: -4.00241 1.58365 -1.67252
H: -3.28325 0.82120 -0.32064
H: -2.24392 1.71572 -5.77061
H: -0.70800 0.95263 -6.09749
H: 1.93663 -0.92224 -4.06547
H: 3.93105 -2.21358 -3.28925
H: 3.97383 -3.07422 -0.94104
H: 2.03172 -2.61533 0.52698
O: -2.43316 -2.89363 0.30043
N: -3.17101 -1.94692 0.25372